Record 1
Below is ClHgIO4 as an isolated structure in a non-equilibrium geometry, with properties calculated with ωB97M-V/def2-TZVPD.

Summary:
lowest unoccupied orbital energy = -6.99 eV
energy above the lowest of the compared OMol25 structures with the same formula, charge and spin = 0.000 eV
E_tot = -1211.75600 a.u.
frontier orbital gap = 2.169 eV
molar mass = 426.9 g/mol

Each line ends with the Mulliken charge.
Atoms and positions in Å:
Hg (-0.330, 2.366, -3.001)  0.251
I (4.518, 3.300, -2.411)  0.122
Cl (-0.845, -1.179, 1.184)  1.536
O (-1.507, -0.465, 2.259)  -0.498
O (0.487, -0.698, 0.706)  -0.457
O (-0.732, -2.547, 1.302)  -0.473
O (-1.590, -0.778, -0.039)  -0.480

Record 2
Below is one molecule with the formula C2H2FIO3 in a non-equilibrium geometry, with properties calculated with ωB97M-V/def2-TZVPD.

Summary:
lowest unoccupied orbital energy = -1.22 eV
energy above the lowest of the compared OMol25 structures with the same formula, charge and spin = 0.726 eV
E_tot = -700.66923 a.u.
frontier orbital gap = 8.870 eV
molar mass = 219.9 g/mol

Each line ends with the Mulliken charge.
Atoms and positions in Å:
C (0.024, 1.115, -0.237)  0.587
C (0.028, -0.278, 0.131)  0.257
O (0.344, 1.545, -1.282)  -0.467
O (0.714, -1.136, -0.874)  -0.454
O (0.500, -0.432, 1.381)  -0.439
F (-0.440, 1.935, 0.698)  -0.196
I (-2.235, -0.923, 0.037)  0.037
H (0.842, -0.637, -1.620)  0.308
H (0.224, -1.190, 1.766)  0.368

Record 3
Below is a 6-piece molecular cluster, C40H84BrN2O19P2S5 overall in a non-equilibrium geometry, with properties calculated with ωB97M-V/def2-TZVPD.

Summary:
charge = +1
lowest unoccupied orbital energy = -4.24 eV
E_tot = -8360.55594 a.u.
frontier orbital gap = 6.203 eV
molar mass = 1199.3 g/mol

Each line ends with the Mulliken charge.
Atoms and positions in Å:
C (3.057, 5.337, 4.105)  -0.720
C (3.748, 4.545, 5.337)  -0.215
C (2.870, 3.290, 5.875)  -0.759
C (3.483, 1.954, 5.166)  -0.644
C (3.097, 2.013, 3.589)  -0.135
C (2.996, 0.518, 2.924)  -0.411
C (1.631, 0.409, 2.061)  0.388
C (0.393, -0.384, 2.621)  -0.459
C (0.510, -1.134, 4.050)  -0.861
O (1.125, -2.429, 3.734)  -0.318
C (1.749, -3.007, 4.914)  -0.400
C (3.346, -3.134, 4.609)  -0.489
C (-0.936, -0.427, 1.768)  1.036
C (-2.153, -1.208, 2.435)  -0.148
O (-2.724, -0.622, 3.408)  -0.525
O (-2.614, -2.486, 2.051)  -0.136
C (-3.947, -2.704, 2.636)  -0.102
C (-4.623, -4.061, 2.058)  0.206
O (-5.631, -4.490, 2.678)  -0.506
Br (-3.993, -5.019, 0.451)  -0.075
C (-0.958, 0.292, 0.387)  0.124
P (-2.548, 0.272, -0.638)  0.496
C (-3.858, 1.405, 0.174)  -1.090
C (-3.232, -1.477, -0.908)  -0.226
C (0.346, 1.040, -0.083)  -0.026
C (0.258, 1.788, -1.485)  -1.135
C (0.788, 0.940, -2.752)  -0.727
C (1.257, -0.561, -2.430)  -0.173
C (2.804, -0.680, -1.934)  0.560
C (3.513, -2.058, -2.357)  -0.422
C (3.891, -2.857, -0.994)  -0.924
N (1.555, 1.076, 0.748)  0.492
P (2.993, 2.003, 0.176)  0.362
N (2.970, 3.501, 0.750)  -0.763
H (3.194, 6.453, 4.299)  0.203
H (1.965, 5.040, 3.954)  0.212
H (3.672, 5.086, 3.156)  0.173
H (4.785, 4.133, 5.045)  0.252
H (3.904, 5.232, 6.255)  0.211
H (2.954, 3.150, 7.019)  0.324
H (1.755, 3.394, 5.582)  0.333
H (3.081, 1.020, 5.693)  0.275
H (4.631, 1.960, 5.307)  0.303
H (2.119, 2.607, 3.478)  0.121
H (3.933, 2.560, 3.025)  0.249
H (3.926, 0.247, 2.323)  0.305
H (2.983, -0.201, 3.829)  -0.225
H (-0.505, -1.353, 4.523)  0.373
H (1.160, -0.516, 4.756)  0.355
H (1.376, -4.101, 4.981)  0.337
H (1.521, -2.462, 5.891)  0.310
H (3.592, -2.723, 3.557)  0.134
H (3.984, -2.511, 5.339)  0.258
H (3.668, -4.248, 4.586)  0.119
H (-3.895, -2.868, 3.779)  0.394
H (-4.686, -1.864, 2.356)  0.302
H (-4.105, 2.316, -0.489)  0.341
H (-4.867, 0.857, 0.322)  0.350
H (-3.476, 1.730, 1.211)  0.339
H (-2.417, -2.233, -1.166)  -0.011
H (-3.898, -1.783, -0.024)  0.087
H (-3.951, -1.436, -1.833)  0.205
H (-0.816, 2.138, -1.731)  0.304
H (0.878, 2.767, -1.450)  0.544
H (1.612, 1.540, -3.294)  0.389
H (-0.091, 0.872, -3.503)  0.260
H (0.530, -1.144, -1.747)  -0.015
H (1.230, -1.130, -3.440)  0.399
H (3.409, 0.217, -2.336)  0.222
H (2.744, -0.678, -0.776)  -0.635
H (4.521, -1.883, -2.899)  0.314
H (2.880, -2.749, -3.007)  0.093
H (2.915, -3.297, -0.597)  0.232
H (4.724, -3.625, -1.126)  0.392
H (4.267, -2.101, -0.208)  0.150
H (4.195, 1.290, 0.503)  0.113
H (2.959, 2.090, -1.264)  0.146
H (2.127, 3.560, 1.357)  0.271
O (-5.500, -0.836, -3.900)  -0.602
S (-5.801, -0.517, -5.274)  1.153
O (-5.587, 0.801, -5.813)  -0.602
O (-7.316, -0.974, -5.602)  -0.308
C (-8.372, -0.485, -4.774)  -0.313
C (-8.710, 0.959, -5.093)  -0.896
C (-4.983, -1.686, -6.322)  -0.990
H (-8.121, -0.608, -3.716)  0.275
H (-9.247, -1.109, -4.972)  0.292
H (-7.886, 1.625, -4.824)  0.270
H (-9.596, 1.281, -4.541)  0.417
H (-8.891, 1.086, -6.164)  0.190
H (-5.175, -2.691, -5.947)  0.323
H (-3.915, -1.471, -6.292)  0.334
H (-5.357, -1.571, -7.339)  0.420
O (0.509, -4.018, -4.120)  -0.653
S (-0.889, -3.998, -4.460)  1.181
O (-1.812, -3.092, -3.824)  -0.404
O (-1.479, -5.500, -4.355)  -0.310
C (-1.310, -6.214, -3.130)  -0.630
C (-2.275, -5.731, -2.064)  -0.806
C (-1.049, -3.819, -6.214)  -1.057
H (-0.274, -6.149, -2.785)  0.323
H (-1.511, -7.266, -3.346)  0.303
H (-2.045, -4.707, -1.763)  0.190
H (-2.219, -6.365, -1.176)  0.459
H (-3.301, -5.735, -2.441)  0.368
H (-0.386, -4.531, -6.704)  0.356
H (-0.762, -2.800, -6.474)  0.375
H (-2.087, -3.997, -6.494)  0.309
O (-9.693, 3.879, -7.958)  -0.620
S (-8.741, 4.086, -9.019)  1.207
O (-8.510, 5.386, -9.593)  -0.614
O (-9.049, 3.037, -10.213)  -0.260
C (-10.362, 3.005, -10.770)  -0.335
C (-10.604, 4.177, -11.702)  -0.995
C (-7.181, 3.410, -8.524)  -0.905
H (-11.116, 2.967, -9.978)  0.322
H (-10.443, 2.074, -11.337)  0.270
H (-10.617, 5.121, -11.153)  0.302
H (-11.564, 4.073, -12.214)  0.386
H (-9.809, 4.248, -12.448)  0.265
H (-7.339, 2.408, -8.129)  0.224
H (-6.766, 4.058, -7.752)  0.373
H (-6.516, 3.389, -9.388)  0.375
O (4.594, 7.967, 7.068)  -0.611
S (5.550, 8.830, 6.425)  1.246
O (6.405, 8.362, 5.365)  -0.614
O (6.463, 9.542, 7.554)  -0.302
C (7.148, 8.717, 8.496)  -0.310
C (8.372, 8.064, 7.883)  -0.975
C (4.714, 10.286, 5.864)  -0.947
H (6.470, 7.970, 8.919)  0.311
H (7.463, 9.367, 9.317)  0.276
H (8.089, 7.340, 7.115)  0.285
H (8.952, 7.538, 8.644)  0.386
H (9.009, 8.811, 7.403)  0.262
H (4.096, 10.673, 6.673)  0.314
H (4.089, 10.006, 5.015)  0.357
H (5.455, 11.021, 5.552)  0.327
O (5.237, -6.013, 4.573)  -0.591
S (6.417, -6.789, 4.289)  1.141
O (7.302, -6.457, 3.203)  -0.609
O (6.005, -8.348, 4.168)  -0.280
C (4.979, -8.712, 3.245)  -0.289
C (5.485, -8.709, 1.815)  -0.980
C (7.379, -6.928, 5.769)  -0.965
H (4.108, -8.060, 3.359)  0.286
H (4.660, -9.724, 3.509)  0.272
H (5.732, -7.697, 1.487)  0.287
H (4.728, -9.107, 1.136)  0.384
H (6.395, -9.308, 1.725)  0.268
H (6.725, -7.221, 6.589)  0.317
H (7.822, -5.953, 5.972)  0.365
H (8.164, -7.667, 5.612)  0.346